Record 1
Molecular formula: C4H10O2
Method: DFT, ωB97M-V with the def2-TZVPD basis set

Computed properties:
HOMO-LUMO gap ... 10.833 eV
Molar mass ... 90.122 u
E_HOMO ... -10.05 eV
Energy above the lowest of the compared OMol25 structures with the same formula, charge and spin ... 14.8 kcal per mole
SMILES string ... CC[C@@H](O)CO
Total energy ... -8404.904 eV
Lowest unoccupied orbital energy ... 0.78 eV

CARTESIAN COORDINATES (ANGSTROEM)
C -2.170 -0.649 -0.041
C -1.048 0.300 0.387
C 0.326 -0.264 0.046
O 0.363 -0.512 -1.343
C 1.506 0.655 0.375
O 2.651 0.047 -0.234
H -3.153 -0.215 0.168
H -2.108 -0.861 -1.113
H -2.105 -1.604 0.493
H -1.175 1.267 -0.118
H -1.103 0.485 1.467
H 0.468 -1.207 0.605
H 1.312 -0.592 -1.541
H 1.671 0.757 1.456
H 1.332 1.655 -0.046
H 3.235 0.739 -0.560

Löwdin atomic charge list, values in e, 4 entries: C -0.10; C -0.21; C -0.41; O -0.04

---

Record 2
Molecular formula: C4H10O2
Method: DFT, ωB97M-V with the def2-TZVPD basis set

Computed properties:
HOMO-LUMO gap ... 9.242 eV
Molar mass ... 90.122 u
E_HOMO ... -8.73 eV
Energy above the lowest of the compared OMol25 structures with the same formula, charge and spin ... 59.5 kcal per mole
SMILES string ... C=C(C)O.[H][H].C=O
Total energy ... -8402.967 eV
Lowest unoccupied orbital energy ... 0.51 eV

CARTESIAN COORDINATES (ANGSTROEM)
C -0.475 -0.537 -1.217
C 0.212 0.566 -0.906
C 1.651 0.791 -1.274
O -0.313 1.619 -0.221
H -1.524 -0.649 -0.961
H 0.010 -1.360 -1.729
H 2.241 1.073 -0.395
H 1.744 1.603 -2.003
H 2.082 -0.114 -1.710
H -1.220 1.386 0.048
H 1.362 -1.445 1.583
H 1.070 -1.207 0.938
C -1.702 -0.436 1.970
O -2.443 0.066 1.158
H -0.672 -0.069 2.117
H -2.020 -1.287 2.602

Löwdin atomic charge list, values in e, 4 entries: C 0.01; C -0.51; C -0.05; O 0.02

---

Record 3
Molecular formula: C4H10O2Ru
Method: DFT, ωB97M-V with the def2-TZVPD basis set

Computed properties:
HOMO-LUMO gap (alpha / beta) ... 8.778 / 7.697 eV
Molar mass ... 191.192 u
E_HOMO (alpha / beta) ... -12.08 / -14.51 eV
2S+1 ... 6
Energy above the lowest of the compared OMol25 structures with the same formula, charge and spin ... 0.0 kcal per mole
Total energy ... -10973.211 eV
Charge ... +1
Lowest unoccupied orbital energy (alpha / beta) ... -3.30 / -6.81 eV
⟨S²⟩ ... 8.756

CARTESIAN COORDINATES (ANGSTROEM)
C -1.047 -1.019 1.664
O -0.850 0.462 1.605
C 0.458 0.906 1.346
C 1.013 0.354 0.038
O -0.026 0.393 -0.937
C 0.413 0.123 -2.260
H -1.626 -1.198 2.583
H -0.064 -1.499 1.809
H 1.144 0.624 2.163
H 0.407 2.002 1.294
H 1.362 -0.684 0.143
H 1.860 0.972 -0.295
H 1.114 0.903 -2.588
H 0.904 -0.861 -2.307
H -0.471 0.127 -2.907
H -2.788 -1.300 -1.181
Ru -1.805 -0.305 -0.171

Löwdin atomic charge list, values in e, 4 entries: C -0.19; O -0.33; C -0.19; C -0.18

---

Record 4
Molecular formula: C4H10O2S
Method: DFT, ωB97M-V with the def2-TZVPD basis set

Computed properties:
HOMO-LUMO gap ... 9.826 eV
Molar mass ... 122.189 u
E_HOMO ... -9.17 eV
Energy above the lowest of the compared OMol25 structures with the same formula, charge and spin ... 56.8 kcal per mole
Total energy ... -19238.529 eV
Lowest unoccupied orbital energy ... 0.65 eV

CARTESIAN COORDINATES (ANGSTROEM)
C -0.511 -1.708 0.304
C -1.046 0.390 -1.065
C 1.848 1.626 0.104
C -0.189 -0.291 -0.043
O 2.324 -0.936 0.564
O -0.583 0.691 1.413
S 1.624 -0.117 -0.429
H -1.446 -1.776 0.857
H 0.296 -2.136 0.899
H -0.608 -2.285 -0.616
H -0.863 -0.029 -2.052
H -0.832 1.455 -1.080
H -2.096 0.266 -0.808
H 1.333 1.772 1.048
H 1.443 2.280 -0.660
H 2.914 1.783 0.217
H -0.173 0.182 2.114

Löwdin atomic charge list, values in e, 4 entries: C -0.08; C -0.09; C -0.22; C -0.54

---

Record 5
Molecular formula: C4H10O2S
Method: DFT, ωB97M-V with the def2-TZVPD basis set

Computed properties:
HOMO-LUMO gap ... 10.034 eV
Molar mass ... 122.189 u
E_HOMO ... -9.24 eV
Energy above the lowest of the compared OMol25 structures with the same formula, charge and spin ... 30.0 kcal per mole
SMILES string ... O=CCCCS.O
Total energy ... -19239.689 eV
Lowest unoccupied orbital energy ... 0.79 eV

CARTESIAN COORDINATES (ANGSTROEM)
O -2.748 0.467 -0.472
C -2.568 0.558 0.712
C -1.460 -0.171 1.459
C -0.134 0.604 1.314
C 1.011 -0.135 1.967
S 2.595 0.718 1.780
H -3.240 1.208 1.307
H -1.434 -1.133 0.972
H -1.749 -0.093 2.504
H 0.094 0.739 0.249
H -0.317 1.589 1.733
H 1.147 -1.180 1.726
H 0.882 -0.159 3.060
H 2.837 0.406 0.499
O 1.584 -1.476 -6.085
H 1.497 -0.567 -5.783
H 2.003 -1.374 -6.944

Löwdin atomic charge list, values in e, 4 entries: O 0.06; C -0.28; C -0.16; C -0.28

---

Record 6
Molecular formula: C4H10O2S
Method: DFT, ωB97M-V with the def2-TZVPD basis set

Computed properties:
HOMO-LUMO gap ... 9.440 eV
Molar mass ... 122.189 u
E_HOMO ... -8.62 eV
Energy above the lowest of the compared OMol25 structures with the same formula, charge and spin ... 102.8 kcal per mole
SMILES string ... CO[C@@H](CO)SC
Total energy ... -19236.535 eV
Lowest unoccupied orbital energy ... 0.82 eV

CARTESIAN COORDINATES (ANGSTROEM)
C -0.555 1.488 -0.181
O -0.182 0.310 -0.799
C -0.033 -0.667 0.072
C -1.201 -1.571 -0.177
O -2.342 -0.687 0.397
S 1.578 -1.335 -0.248
C 2.389 0.274 0.309
H 0.403 2.185 0.115
H -1.292 2.018 -0.958
H -1.235 1.199 0.653
H 0.092 -0.557 1.283
H -1.143 -2.608 0.186
H -1.291 -1.849 -1.272
H -2.777 -0.304 -0.403
H 1.840 0.910 1.266
H 3.585 0.168 0.296
H 2.164 1.024 -0.541

Löwdin atomic charge list, values in e, 4 entries: C -0.14; O -0.24; C -0.84; C -0.16

---

Record 7
Molecular formula: C4H10O3
Method: DFT, ωB97M-V with the def2-TZVPD basis set

Computed properties:
HOMO-LUMO gap ... 6.778 eV
Molar mass ... 106.121 u
E_HOMO ... 0.13 eV
Energy above the lowest of the compared OMol25 structures with the same formula, charge and spin ... 28.8 kcal per mole
Total energy ... -10448.786 eV
Charge ... -2
Lowest unoccupied orbital energy ... 6.90 eV

CARTESIAN COORDINATES (ANGSTROEM)
C -0.443 0.829 0.445
C 1.036 1.416 0.733
C 2.080 0.381 1.368
O 3.037 0.982 2.101
C -0.535 -0.522 -0.357
O -1.303 -0.317 -1.538
H -0.959 1.509 -0.265
H -1.061 0.701 1.356
H 1.346 1.465 -0.338
H 1.132 2.418 1.215
H 1.517 -0.342 2.000
H 2.332 -0.334 0.481
H 0.481 -0.564 -0.752
H -0.844 -1.328 0.293
H -1.774 -1.186 -1.705
H -3.469 -2.394 -2.428
O -2.573 -2.713 -2.608

Löwdin atomic charge list, values in e, 4 entries: C -0.21; C -0.20; C -0.58; O -0.42

---

Record 8
Molecular formula: C4H10O3
Method: DFT, ωB97M-V with the def2-TZVPD basis set

Computed properties:
HOMO-LUMO gap ... 10.556 eV
Molar mass ... 106.121 u
E_HOMO ... -10.02 eV
Energy above the lowest of the compared OMol25 structures with the same formula, charge and spin ... 39.3 kcal per mole
SMILES string ... O=CCCCO.O
Total energy ... -10451.539 eV
Lowest unoccupied orbital energy ... 0.53 eV

CARTESIAN COORDINATES (ANGSTROEM)
O 3.300 -0.803 -0.248
C 2.514 0.106 -0.328
C 1.022 -0.064 -0.187
C 0.083 1.012 -0.745
C -1.323 0.823 -0.183
O -2.192 1.903 -0.516
H 2.903 1.055 -0.715
H 0.948 -0.123 0.910
H 0.769 -1.089 -0.477
H 0.496 2.018 -0.676
H 0.051 0.778 -1.813
H -1.736 -0.088 -0.649
H -1.369 0.598 0.875
H -2.304 1.837 -1.462
O -2.374 -2.537 1.888
H -1.941 -2.481 1.009
H -1.695 -2.249 2.519

Löwdin atomic charge list, values in e, 4 entries: O 0.05; C -0.27; C -0.17; C -0.18

---

Record 9
Molecular formula: C4H10O3
Method: DFT, ωB97M-V with the def2-TZVPD basis set

Computed properties:
HOMO-LUMO gap ... 9.345 eV
Molar mass ... 106.121 u
E_HOMO ... -8.68 eV
Energy above the lowest of the compared OMol25 structures with the same formula, charge and spin ... 73.2 kcal per mole
SMILES string ... C=CC(=C)O.O.O
Total energy ... -10450.068 eV
Lowest unoccupied orbital energy ... 0.67 eV

CARTESIAN COORDINATES (ANGSTROEM)
C 0.103 2.168 0.636
C 0.051 0.873 0.335
C -1.105 0.099 -0.156
C -1.745 -0.919 0.411
O -1.504 0.617 -1.351
H -0.704 2.694 1.129
H 0.996 2.715 0.409
H 1.007 0.347 0.237
H -2.809 -1.097 0.376
H -1.210 -1.433 1.201
H -2.076 -0.009 -1.806
O 1.233 -2.163 2.299
H 1.582 -3.058 2.232
H 1.169 -1.886 1.377
O 2.065 0.018 -2.010
H 2.079 -0.027 -2.964
H 1.628 0.788 -1.645

Löwdin atomic charge list, values in e, 4 entries: C 0.04; C -0.13; C -0.42; C 0.06

---

Record 10
Molecular formula: C4H10O3
Method: DFT, ωB97M-V with the def2-TZVPD basis set

Computed properties:
HOMO-LUMO gap ... 10.403 eV
Molar mass ... 106.121 u
E_HOMO ... -9.70 eV
Energy above the lowest of the compared OMol25 structures with the same formula, charge and spin ... 30.2 kcal per mole
SMILES string ... C[C@@H](O)CC=O.O
Total energy ... -10451.936 eV
Lowest unoccupied orbital energy ... 0.71 eV

CARTESIAN COORDINATES (ANGSTROEM)
C 2.187 1.283 1.415
C 0.979 1.028 0.529
O 1.335 1.001 -0.859
C 0.248 -0.298 0.824
C -1.193 -0.234 0.389
O -1.969 0.616 0.716
H 2.895 0.448 1.433
H 1.855 1.451 2.435
H 2.754 2.094 0.956
H 0.247 1.823 0.705
H 1.783 1.833 -1.023
H 0.863 -1.099 0.425
H 0.299 -0.376 1.916
H -1.470 -1.055 -0.307
O -1.788 -2.884 -2.306
H -2.142 -3.411 -3.050
H -1.148 -2.314 -2.776

Löwdin atomic charge list, values in e, 4 entries: C -0.05; C -0.45; O -0.04; C -0.10

---

Record 11
Molecular formula: C4H10O3
Method: DFT, ωB97M-V with the def2-TZVPD basis set

Computed properties:
HOMO-LUMO gap ... 9.533 eV
Molar mass ... 106.121 u
E_HOMO ... -8.84 eV
Energy above the lowest of the compared OMol25 structures with the same formula, charge and spin ... 39.2 kcal per mole
SMILES string ... C=CC(=C)O.O.O
Total energy ... -10451.544 eV
Lowest unoccupied orbital energy ... 0.69 eV

CARTESIAN COORDINATES (ANGSTROEM)
C 0.956 0.192 -2.051
C 1.013 -0.821 -1.201
C 0.931 -0.707 0.257
C 1.313 -1.684 1.079
O 0.684 0.545 0.769
H 1.014 1.218 -1.694
H 1.077 0.150 -3.119
H 1.182 -1.818 -1.583
H 1.080 -1.721 2.129
H 1.709 -2.612 0.694
H 0.003 0.972 0.219
O -2.195 0.138 1.541
H -1.247 -0.012 1.679
H -2.487 -0.671 1.107
O -1.437 2.232 -0.257
H -1.941 1.552 0.223
H -1.654 3.046 0.209

Löwdin atomic charge list, values in e, 4 entries: C 0.04; C -0.12; C -0.44; C 0.07

---

Record 12
Molecular formula: C4H10O3
Method: DFT, ωB97M-V with the def2-TZVPD basis set

Computed properties:
HOMO-LUMO gap ... 8.991 eV
Molar mass ... 106.121 u
E_HOMO ... -8.70 eV
Energy above the lowest of the compared OMol25 structures with the same formula, charge and spin ... 98.1 kcal per mole
SMILES string ... C=CC(=C)O.O.O
Total energy ... -10448.990 eV
Lowest unoccupied orbital energy ... 0.29 eV

CARTESIAN COORDINATES (ANGSTROEM)
C -1.152 -0.788 -0.955
C 0.022 -0.719 -1.553
C 0.921 0.471 -1.427
C 1.052 1.430 -2.293
O 1.232 0.640 -0.018
H -1.808 0.120 -0.618
H -1.635 -1.765 -0.531
H 0.352 -1.269 -2.509
H 1.724 2.252 -2.119
H 0.443 1.374 -3.223
H 1.431 -0.208 0.454
O 1.191 -1.628 1.546
H 1.143 -2.343 2.267
H 0.189 -1.423 1.427
O -2.547 0.954 2.920
H -2.366 0.368 3.617
H -3.536 0.790 3.009

Löwdin atomic charge list, values in e, 4 entries: C -0.03; C -0.17; C -0.39; C 0.04

---

Q: Look up the molar mass of the ninth one.
A: 106.121 u